{"formula": "C4H12", "method": "wB97M-V/def2-TZVPD", "smiles": "CC.CC", "de_lowest_kj_mol": 157.1, "gap_ev": 12.35, "lumo_energy_ev": 0.955, "symbols": ["C", "C", "H", "H", "H", "H", "H", "H", "C", "C", "H", "H", "H", "H", "H", "H"], "positions_angstrom": [[-0.80081, -2.24932, 1.23667], [0.65142, -2.48922, 1.63034], [-1.32416, -3.18236, 1.59054], [-1.16826, -1.39036, 1.80385], [-0.82703, -1.88707, 0.24863], [0.93024, -2.21202, 2.70071], [0.90760, -3.58265, 1.33037], [1.18274, -1.81341, 0.96218], [-0.44979, 1.93593, -1.93494], [0.52356, 2.77936, -0.94814], [-0.53022, 2.37836, -2.88278], [0.19168, 0.92002, -2.15014], [-1.48934, 1.92282, -1.28005], [1.41415, 2.89821, -1.53516], [0.32420, 3.81639, -0.67363], [0.84207, 2.27157, -0.01816]], "forces_ev_per_angstrom": [[0.0, -0.6, 3.1], [0.8, -0.8, -0.3], [-0.3, 1.2, -1.2], [-0.3, -0.2, 0.2], [-0.6, -0.6, -1.5], [-0.5, -0.8, -1.4], [0.0, 1.9, 0.9], [0.8, -0.2, 0.2], [0.7, -1.2, 4.5], [0.3, -0.7, -1.1], [-0.5, 0.9, -1.0], [-2.3, 2.1, 0.9], [2.4, -0.8, -2.4], [0.9, 0.0, -0.2], [-1.0, -0.1, -0.2], [-0.6, -0.1, -0.6]], "nbo_charge": [-0.62, -0.61, 0.21, 0.20, 0.21, 0.21, 0.20, 0.20, -0.61, -0.62, 0.20, 0.21, 0.21, 0.20, 0.21, 0.20]}